The following is a quantum chemistry calculation of a molecular structure, C33H26AsF6IrN4O2S2, from OMol25.

Computed properties:
HOMO energy (alpha / beta), Ha: -0.29507 / -0.32603
2S+1: 5
Frontier orbital gap (alpha / beta), eV: 7.9146 / 5.6468

Element x y z (Å)
Ir (0.3229, -0.1403, 1.2115)
C (-0.5317, 3.0408, 0.8559)
N (0.6969, 2.3333, 1.2870)
C (1.7820, 2.4893, 0.3257)
C (2.9723, 1.5624, 0.5899)
N (2.6379, 0.2322, 1.2134)
C (3.2035, 0.2230, 2.6001)
C (3.2359, -0.9267, 0.5526)
C (4.3447, -0.8329, -0.2661)
C (4.9248, -1.9739, -0.8120)
C (4.4319, -3.2346, -0.5141)
C (3.3548, -3.3510, 0.3422)
C (2.7347, -2.2116, 0.8703)
S (1.3128, -2.4414, 1.8181)
C (1.0150, 2.7283, 2.6332)
C (1.6750, 3.9137, 2.9183)
C (1.9140, 4.2853, 4.2349)
C (1.4766, 3.4827, 5.2810)
C (0.8125, 2.3005, 5.0075)
C (0.5945, 1.9103, 3.6852)
S (-0.1317, 0.3600, 3.3606)
H (-0.3681, 4.1235, 0.8662)
H (-1.3384, 2.7972, 1.5462)
H (-0.8069, 2.7147, -0.1418)
H (2.1587, 3.5187, 0.2848)
H (1.3603, 2.2576, -0.6467)
H (3.7097, 2.0470, 1.2323)
H (3.4124, 1.4055, -0.3866)
H (4.2948, 0.2359, 2.5449)
H (2.8813, -0.6705, 3.1284)
H (2.8651, 1.1001, 3.1405)
H (4.7793, 0.1257, -0.5036)
H (5.7772, -1.8656, -1.4692)
H (4.8862, -4.1182, -0.9402)
H (2.9484, -4.3213, 0.5949)
H (1.9942, 4.5617, 2.1126)
H (2.4320, 5.2122, 4.4424)
H (1.6556, 3.7772, 6.3062)
H (0.4762, 1.6572, 5.8106)
N (-9.1691, -2.1145, -0.6293)
C (-8.0669, -1.8920, -0.3936)
C (-6.6886, -1.6094, -0.0916)
C (-6.3460, -1.1888, 1.1963)
C (-5.0286, -0.9241, 1.4925)
C (-4.0408, -1.0731, 0.5047)
C (-4.3969, -1.4946, -0.7869)
C (-5.7177, -1.7612, -1.0804)
C (-2.6924, -0.7998, 0.7985)
C (-1.4964, -0.5577, 0.9782)
H (-7.1189, -1.0744, 1.9433)
H (-4.7381, -0.5958, 2.4810)
H (-3.6290, -1.5698, -1.5437)
H (-6.0066, -2.0712, -2.0747)
F (-1.0381, 1.2822, -1.5972)
As (-2.3116, 1.3170, -2.8125)
F (-1.0985, 1.3635, -4.0468)
F (-2.3221, 3.0434, -2.7094)
F (-3.4791, 1.2299, -1.5185)
F (-3.5735, 1.3143, -3.9812)
F (-2.2563, -0.4315, -2.8419)
O (1.8347, 0.6613, -1.9584)
C (1.1131, -0.3063, -1.9008)
N (0.5870, -0.8694, -0.7306)
C (0.0793, -2.1191, -1.0414)
O (-0.2860, -2.9554, -0.2295)
C (0.1180, -2.2991, -2.5169)
C (-0.3475, -3.3200, -3.3168)
C (-0.1995, -3.1574, -4.6912)
C (0.3990, -2.0171, -5.2229)
C (0.8807, -1.0036, -4.3997)
C (0.7223, -1.1777, -3.0431)
H (-0.8228, -4.1942, -2.8923)
H (-0.5666, -3.9222, -5.3632)
H (0.4785, -1.9160, -6.2973)
H (1.3280, -0.1040, -4.7993)

Cartesian forces (eV/Å) of the 3 atoms listed first:
0.275 0.093 -0.021
0.005 0.003 -0.014
-0.054 -0.030 0.027

Partial atomic charges computed with the Mulliken method, in multiples of e:
1. Ir 2.861
2. C -1.020
3. N 0.806
4. C -1.600
5. C -0.756
6. N 0.518
7. C -1.519
8. C -0.520
9. C -0.223
10. C -0.880
11. C -0.817
12. C -0.455
13. C 0.797
14. S -0.165
15. C -1.067
16. C -0.303
17. C -0.905
18. C -0.656
19. C -0.479
20. C 1.355
21. S -0.513
22. H 0.393
23. H 0.347
24. H 0.084
25. H 0.614
26. H 0.587
27. H 0.342
28. H 0.644
29. H 0.394
30. H 0.342
31. H 0.476
32. H 0.440
33. H 0.438
34. H 0.428
35. H 0.464
36. H 0.416
37. H 0.416
38. H 0.409
39. H 0.458
40. N -0.481
41. C -0.091
42. C 0.671
43. C -0.712
44. C -0.629
45. C 0.310
46. C -0.204
47. C -0.839
48. C 0.597
49. C -0.666
50. H 0.457
51. H 0.486
52. H 0.474
53. H 0.469
54. F -0.835
55. As 2.221
56. F -0.481
57. F -0.515
58. F -0.510
59. F -0.513
60. F -0.447
61. O -0.706
62. C -0.761
63. N 1.046
64. C -0.068
65. O -0.754
66. C -0.074
67. C -0.626
68. C -0.534
69. C -0.721
70. C -0.191
71. C 0.552
72. H 0.532
73. H 0.428
74. H 0.434
75. H 0.528